A structure of composition C29H61BNO20S5 at a distorted geometry. Source: the OMol25 dataset; level of theory: ωB97M-V/def2-TZVPD.

Output
**Net charge**: -1
**Orbital gap**: 4.97 eV

```
117
C29H61BNO20S5, DFT ωB97M-V/def2-TZVPD
O -1.81656 2.73372 0.59267
C -1.38795 1.66912 0.20972
O -0.73785 0.69524 0.86147
B -0.21787 -0.28858 -0.11022
O -0.83835 0.16043 -1.36110
C -1.40186 1.27102 -1.24551
O -1.86339 1.94068 -2.17776
O -0.73305 -1.52883 0.43932
C 0.36523 -2.23535 0.96673
O 0.34069 -3.25806 1.68960
C 1.66780 -1.44991 0.49820
O 1.23043 -0.32608 -0.10042
O 2.74247 -1.74743 0.81105
C 3.16387 0.29693 -0.94712
S 2.95169 -1.49520 -1.07804
O 1.65824 -1.74375 -1.83001
C 4.28127 -1.64283 -2.29132
H 3.08017 0.77431 -1.92344
H 4.15544 0.59236 -0.60416
H 2.28588 0.61150 -0.38296
H 4.07504 -0.91579 -3.07680
H 4.10400 -2.55003 -2.86895
H 5.27326 -1.54264 -1.85083
C 3.91227 -1.22959 2.01413
S 3.53139 -1.19399 3.80110
O 3.93505 0.20473 4.29802
C 1.69089 -0.81677 3.65085
H 4.96113 -1.31276 1.72938
H 3.76039 -0.19396 1.71000
H 3.27488 -1.94755 1.49803
H 1.25308 -0.67019 4.63823
H 1.17438 -1.60803 3.10751
H 1.63586 0.14826 3.14709
C 0.13320 2.65939 -2.94702
S 1.45230 1.53558 -3.66344
O 2.74596 2.27388 -3.19997
C 1.20720 -0.05928 -2.74058
H -0.83389 2.58486 -3.44428
H 0.38485 3.70097 -3.14672
H 0.06749 2.58971 -1.86124
H 0.20119 -0.46285 -2.85537
H 1.60664 0.00089 -1.72819
H 1.87568 -0.77020 -3.22620
C -3.75712 3.65412 -0.56946
S -4.63548 3.19947 -2.24062
O -4.86401 4.51064 -2.97521
C -3.02206 2.46861 -2.88239
H -2.73570 4.03180 -0.61586
H -3.52903 2.68794 -0.11935
H -4.36580 4.34351 0.01564
H -3.14580 2.18675 -3.92803
H -2.94166 1.49905 -2.39087
H -2.13551 3.09655 -2.79397
C 2.07883 -3.40890 1.71452
S 3.02724 -4.45869 2.87880
O 4.18406 -3.49547 3.27831
C 1.80661 -4.59263 4.23786
H 1.87879 -2.51771 2.30938
H 1.24870 -4.01558 1.35270
H 2.65255 -3.11426 0.83581
H 1.51655 -3.64175 4.68483
H 2.13281 -5.18381 5.09355
H 0.84013 -5.00882 3.95362
C -1.50929 2.77763 4.47021
O -1.38712 2.93363 5.69312
N -0.48603 2.67361 3.63876
C -0.64012 2.61488 2.15958
C 0.91579 2.91335 4.00609
H -2.47676 2.67501 3.95478
H -0.38824 1.65838 1.70157
H -0.17727 3.49596 1.71510
H -1.65607 2.60975 1.76471
H 1.01985 3.46758 4.93888
H 1.29334 1.90400 4.16974
H 1.45245 3.39865 3.19087
O -4.50055 -2.66308 0.84442
C -3.28840 -2.39600 0.80907
O -2.75654 -1.47933 -0.01538
C -3.44465 -0.98041 -1.16924
C -4.11937 0.39870 -0.84005
C -2.22047 -2.95387 1.85367
H -4.07331 -1.72634 -1.65553
H -2.68197 -0.77887 -1.92144
H -5.05462 0.60066 -1.36218
H -3.59925 1.33058 -1.06184
H -4.32247 0.40133 0.23086
H -2.36463 -3.97233 2.21429
H -2.14682 -2.18434 2.62211
H -1.36059 -3.15338 1.21422
O -1.81529 -3.86547 -4.10313
C -1.41533 -4.39173 -3.03049
O -1.13623 -3.75032 -1.84512
C -1.19195 -2.31797 -1.56324
C -0.21922 -1.42878 -2.43464
C -1.42508 -5.91725 -2.92623
H -0.80883 -2.22384 -0.54713
H -2.19337 -1.88934 -1.52413
H 0.84706 -1.54691 -2.24181
H -0.63428 -0.42357 -2.36135
H -0.29048 -1.80897 -3.45370
H -2.47061 -6.20881 -3.02593
H -1.08072 -6.32843 -1.97730
H -0.77402 -6.34565 -3.68827
O -0.10688 4.62925 0.83818
C -0.16305 4.22645 -0.34557
O 0.77013 3.53471 -0.96791
C 1.96542 3.09964 -0.34764
C 1.78600 1.77321 0.42966
C -1.32264 4.62331 -1.26616
H 2.27777 3.94357 0.26744
H 2.60342 2.95227 -1.21904
H 1.30521 1.08025 -0.26081
H 1.07269 1.84964 1.25029
H 2.68290 1.27719 0.80066
H -0.95695 5.39674 -1.94156
H -2.16361 4.99953 -0.68364
H -1.75175 3.80117 -1.83891
```

A cluster of 2 separate species, C29H61N4O4PS2 in total at a distorted geometry. Source: the OMol25 dataset; level of theory: ωB97M-V/def2-TZVPD.

Output
**Net charge**: 0
**Orbital gap**: 7.09 eV

```
101
C29H61N4O4PS2, DFT ωB97M-V/def2-TZVPD
C 12.24695 0.97413 1.02602
C 11.73450 -0.58326 0.78533
C 10.09090 -0.68241 0.50929
C 9.72007 -1.19929 -1.00839
C 8.19948 -0.77661 -1.50906
C 7.09804 -1.99174 -1.40463
C 6.18247 -2.17892 -2.78336
C 5.17967 -0.85594 -2.94167
N 3.74778 -1.25492 -3.32241
C 2.98625 -1.80142 -2.13523
C 1.60739 -2.62198 -2.52979
C 0.82198 -3.23830 -1.18787
C -0.70912 -2.62317 -1.11308
C -1.48610 -2.90238 0.30223
C -1.66144 -1.59425 1.27380
C -2.16982 -0.22925 0.52164
C -3.69209 -0.31747 -0.10283
C 3.10956 -0.01793 -3.91572
S 1.93077 -0.28279 -5.14891
S 3.49911 1.76221 -3.47413
C 3.45518 2.06029 -1.62414
C 3.61200 3.71014 -1.40496
C 2.27165 4.41191 -0.77298
C 1.13290 4.82075 -1.90095
C 0.55597 3.66905 -2.91855
O -0.91997 3.92023 -2.98754
C -1.23390 4.16092 -1.55586
O -2.32304 3.68733 -0.92714
O -0.09513 4.95793 -1.05145
H 11.94592 1.35487 2.09947
H 11.76475 1.71165 0.22138
H 13.43490 1.00619 0.98481
H 12.37343 -1.02997 -0.08914
H 12.03577 -1.16859 1.78045
H 9.58820 0.32934 0.81763
H 9.71096 -1.51991 1.26466
H 9.80657 -2.38963 -0.98081
H 10.54792 -0.79358 -1.76333
H 8.26104 -0.29243 -2.59259
H 7.82079 0.08328 -0.77968
H 7.65677 -3.00522 -1.21982
H 6.34069 -1.70512 -0.53347
H 6.95349 -2.23364 -3.69070
H 5.56751 -3.20166 -2.76999
H 5.12051 -0.30582 -1.90276
H 5.67721 -0.15430 -3.76612
H 2.64752 -0.85445 -1.49351
H 3.69119 -2.52583 -1.53582
H 1.79943 -3.49506 -3.31942
H 0.79119 -1.92419 -3.05039
H 0.77488 -4.42945 -1.25163
H 1.39453 -2.99909 -0.19159
H -0.64922 -1.50144 -1.43998
H -1.32333 -3.19020 -1.96396
H -0.85236 -3.69698 0.92873
H -2.53105 -3.40938 0.12212
H -2.51125 -1.87118 2.06544
H -0.66753 -1.44177 1.87912
H -1.44779 0.18571 -0.30169
H -2.21646 0.61479 1.36464
H -4.09050 0.78578 -0.31984
H -4.48141 -0.79530 0.63608
H -3.72578 -0.87542 -1.13488
H 4.37929 1.58263 -1.05171
H 2.47048 1.70881 -1.09034
H 3.92879 4.15837 -2.46212
H 4.52166 3.94270 -0.68011
H 1.83480 3.78323 0.13060
H 2.63279 5.44240 -0.29280
H 1.37369 5.74264 -2.61756
H 1.05463 3.63287 -3.98339
H 0.56417 2.54314 -2.56783
C -7.77455 2.15819 2.62738
N -8.44268 1.06186 1.93446
C -8.46079 1.36994 0.49757
P -8.02082 -0.56990 2.23405
O -6.52328 -0.30669 1.94143
N -7.80697 -0.91105 3.88569
C -8.18745 -0.05683 4.99495
C -6.59880 -1.65156 4.25243
N -9.74235 -0.87249 2.57043
C -10.20990 -2.01282 1.78447
C -10.80289 0.13090 2.62581
H -8.19974 3.12267 2.32220
H -6.69704 2.18486 2.43614
H -7.93882 2.11550 3.70297
H -9.01051 0.59714 -0.05081
H -7.44930 1.42261 0.08017
H -8.97336 2.31846 0.30182
H -7.42543 0.69824 5.20844
H -8.32572 -0.65124 5.90839
H -9.14093 0.44752 4.83607
H -5.73045 -0.98517 4.31863
H -6.38020 -2.42989 3.51275
H -6.71448 -2.16004 5.21487
H -10.30978 -1.75350 0.72447
H -11.17103 -2.39078 2.15109
H -9.49995 -2.84456 1.86299
H -11.04913 0.52855 1.63548
H -10.55713 0.96653 3.28690
H -11.71727 -0.30803 3.04297
```

A cluster of 8 separate species, C29H61NO9Si in total at a distorted geometry. Source: the OMol25 dataset; level of theory: ωB97M-V/def2-TZVPD.

Output
**Net charge**: 0
**Orbital gap**: 9.41 eV

```
101
C29H61NO9Si, DFT ωB97M-V/def2-TZVPD
C 4.00479 -3.95724 1.68971
C 3.11831 -3.78928 0.45526
O 3.24516 -2.55651 -0.25191
Si 3.22263 -1.16121 0.68451
C 1.51236 -0.66481 1.31166
C 0.36067 -1.61613 0.95629
C -0.89011 -1.16149 1.78754
C -2.26842 -1.53075 1.16588
N -3.00688 -2.49214 2.02692
C -2.45654 -3.78425 1.90011
C -2.73114 -4.52141 0.61652
O -1.82937 -4.27870 2.77564
H 4.12723 -5.02816 1.83924
H 4.99786 -3.54005 1.58070
H 3.52198 -3.60288 2.59213
H 3.41807 -4.56670 -0.24360
H 2.09264 -4.02324 0.74093
H 3.69345 -0.07640 -0.20758
H 4.14954 -1.17120 1.82538
H 1.52024 -0.49186 2.38732
H 1.26424 0.29468 0.86437
H 0.08283 -1.49093 -0.08566
H 0.52573 -2.65046 1.23967
H -0.83409 -0.08379 1.92655
H -0.80526 -1.60993 2.77246
H -2.84949 -0.61706 1.11701
H -2.14383 -1.87663 0.15238
H -2.85767 -2.26159 3.00309
H -2.36379 -3.95183 -0.22937
H -2.14763 -5.43002 0.65822
H -3.78156 -4.74016 0.48904
C -2.88912 -0.44945 -2.86612
C -1.48030 -0.06131 -2.51884
C -0.63158 0.49893 -3.62662
O -1.04615 -0.19204 -1.38939
H -3.39155 -0.83399 -1.98199
H -3.43038 0.41763 -3.22671
H -2.87951 -1.22538 -3.63619
H -1.08656 1.40528 -4.01938
H -0.53147 -0.23383 -4.42784
H 0.35847 0.73650 -3.23791
C -0.97609 4.12921 -6.73370
C -0.88965 2.63035 -6.87017
C 0.05945 2.08403 -7.90965
O -1.55297 1.89257 -6.17382
H -1.68796 4.38003 -5.95721
H -0.00351 4.53889 -6.46261
H -1.30894 4.56908 -7.67584
H 1.07871 2.40496 -7.68941
H -0.22832 2.43899 -8.90045
H 0.02251 0.99649 -7.89985
C 3.41020 -0.96866 6.61958
C 4.29386 -1.60427 5.57492
C 4.79729 -3.00124 5.85854
O 4.58783 -1.02703 4.55290
H 3.11809 0.02593 6.29609
H 2.51132 -1.56910 6.76220
H 3.94842 -0.88650 7.56478
H 3.95510 -3.68628 5.97120
H 5.39454 -3.00485 6.77175
H 5.41746 -3.33769 5.02978
C 0.54490 0.72397 10.57358
C 0.67198 0.09844 9.20527
C -0.31008 -0.99524 8.85822
O 1.52133 0.45664 8.42239
H 1.30707 1.49104 10.69203
H -0.43900 1.18228 10.68502
H 0.68283 -0.03453 11.34584
H -1.32958 -0.60880 8.89818
H -0.20785 -1.82567 9.55867
H -0.10968 -1.35599 7.85142
C 2.13565 -3.12070 -3.39934
C 2.99486 -3.75527 -4.46276
C 3.49750 -5.15353 -4.18835
O 3.27248 -3.17628 -5.48844
H 1.84448 -2.12222 -3.72041
H 1.23515 -3.71774 -3.24032
H 2.69550 -3.03994 -2.46510
H 2.65484 -5.83506 -4.06036
H 4.11094 -5.15853 -3.28580
H 4.10122 -5.49211 -5.02788
C -4.97136 3.73057 -0.58955
C -4.06591 2.53793 -0.78661
C -2.83673 2.46151 0.08536
O -4.32024 1.68450 -1.60773
H -5.81368 3.66286 -1.27508
H -5.34848 3.74773 0.43414
H -4.42328 4.65254 -0.79133
H -3.12865 2.42873 1.13699
H -2.20139 3.33186 -0.08903
H -2.27386 1.56119 -0.15291
C -3.25554 7.15270 -4.17681
C -2.02240 7.45456 -4.99448
C -1.82540 8.88454 -5.43552
O -1.22901 6.58775 -5.28261
H -3.27430 6.09332 -3.92793
H -3.24249 7.73343 -3.25306
H -4.15216 7.39754 -4.74831
H -1.75259 9.53733 -4.56431
H -2.66220 9.20216 -6.05968
H -0.90605 8.96138 -6.01187
```

A cluster of 4 separate species, C29H62BN4O7S in total at a distorted geometry. Source: the OMol25 dataset; level of theory: ωB97M-V/def2-TZVPD.

Output
**Multiplicity**: 4
**<S²>**: 3.7644
**Net charge**: 0
**Orbital gap (spin up / spin down)**: 9.38 / 8.57 eV

```
104
C29H62BN4O7S, DFT ωB97M-V/def2-TZVPD
C -1.56580 -2.39165 1.34707
N -0.73007 -1.39274 0.57765
C -0.17109 -1.95525 -0.70983
B -1.42130 -0.05550 0.39341
O -1.32736 0.92757 1.52935
O -2.14689 0.40899 -0.80428
S -3.74090 -0.19179 -0.73653
O -4.18896 0.02062 0.74824
O -3.76226 -1.89167 -0.98509
H -1.62941 -3.44283 0.82449
H -1.05796 -2.56677 2.39765
H -2.67167 -2.04583 1.56271
H -0.17936 -3.12640 -0.78559
H -0.65967 -1.54282 -1.68966
H 0.97303 -1.61849 -0.74966
H -0.39011 0.88894 1.90723
H -4.36625 -2.25156 -0.24851
C 4.50309 3.47981 3.84077
C 3.90987 2.04281 3.79543
C 5.05814 0.99563 3.82024
C 5.80808 0.87753 2.49611
C 4.84616 0.65347 1.33659
C 3.71368 1.71110 1.26995
N 3.02429 1.90484 2.59047
O 2.18649 0.79418 2.80053
C 4.29191 3.06160 0.76950
C 2.72192 1.30134 0.13160
C 3.12374 1.92173 5.14275
H 5.47545 3.55613 3.34881
H 3.82354 4.20786 3.38329
H 4.66841 3.82338 4.86965
H 4.65238 0.00590 4.07230
H 5.77464 1.24025 4.61428
H 6.41748 1.76952 2.31961
H 6.51145 0.03673 2.55315
H 5.41339 0.64807 0.39641
H 4.41429 -0.35261 1.43367
H 3.53395 3.85336 0.80317
H 4.62873 2.98426 -0.27186
H 5.16319 3.39962 1.32683
H 2.30807 0.29631 0.27193
H 3.22571 1.29035 -0.84460
H 1.88763 2.00942 0.06126
H 2.29474 2.63844 5.18243
H 3.77894 2.12604 5.99860
H 2.71929 0.91670 5.30849
C 6.26137 -2.84748 -3.09457
C 6.65423 -3.00191 -1.59765
C 7.33159 -4.38188 -1.36834
C 6.35312 -5.55330 -1.37611
C 5.19592 -5.31053 -0.41595
C 4.48041 -3.95499 -0.65279
N 5.43914 -2.80167 -0.73820
O 5.88080 -2.51743 0.56707
C 3.62943 -4.03530 -1.94818
C 3.40823 -3.76000 0.46959
C 7.73903 -1.89543 -1.38124
H 5.99983 -3.79679 -3.56758
H 5.42177 -2.15402 -3.21843
H 7.08396 -2.43879 -3.69479
H 7.85642 -4.38176 -0.40278
H 8.10086 -4.55587 -2.13101
H 5.97781 -5.73280 -2.38858
H 6.88331 -6.46868 -1.08302
H 4.47801 -6.13672 -0.50390
H 5.58276 -5.35568 0.61189
H 3.18788 -3.06173 -2.19256
H 2.79954 -4.74342 -1.83113
H 4.18354 -4.38610 -2.81646
H 3.83726 -3.80280 1.47714
H 2.64664 -4.55068 0.42836
H 2.88984 -2.80026 0.35767
H 7.31690 -0.89403 -1.52784
H 8.56621 -2.01308 -2.09218
H 8.19282 -1.93614 -0.38447
C -8.87823 4.82300 -1.10546
C -9.56098 3.65081 -1.86623
C -10.49401 2.86663 -0.90173
C -9.74499 1.97404 0.08413
C -8.76066 1.06224 -0.63676
C -7.79349 1.82922 -1.57583
N -8.50928 2.78045 -2.49200
O -9.12920 2.01724 -3.49839
C -6.74445 2.59666 -0.72778
C -6.92952 0.78361 -2.35531
C -10.46249 4.36859 -2.92454
H -8.69951 4.60109 -0.05088
H -7.92456 5.09952 -1.56936
H -9.49412 5.73107 -1.11269
H -11.18015 2.23390 -1.48194
H -11.12756 3.56408 -0.33969
H -9.22548 2.58080 0.83254
H -10.46819 1.36252 0.63908
H -8.19026 0.49099 0.10758
H -9.33244 0.32058 -1.21222
H -6.10613 3.22428 -1.36116
H -6.08337 1.90143 -0.19535
H -7.18037 3.22516 0.04616
H -7.53798 0.06982 -2.92217
H -6.31940 0.18438 -1.66568
H -6.24361 1.27959 -3.05236
H -9.85626 4.93928 -3.63819
H -11.15204 5.07106 -2.44022
H -11.09258 3.67067 -3.48758
```

Per-record energy, eV: -128281.76053, -76156.25897, -58857.72458, -62876.77218